The following is a quantum chemistry calculation of a cluster of 14 separate species, C20H68F6N2O13P in total, from the Open Molecules 2025 dataset.

Bonds (Å) are listed after each position.
Positions of all 110 atoms, in Å:
1 P 2.44 1.11 -0.26  F2 1.593, F3 1.621, F4 1.677, F5 1.614, F6 1.641, F7 1.608
2 F 2.76 2.67 -0.33  P1 1.593
3 F 0.93 1.34 0.28  P1 1.621
4 F 1.93 1.13 -1.86  P1 1.677
5 F 2.21 -0.49 -0.23  P1 1.614
6 F 3.99 0.91 -0.77  P1 1.641
7 F 3.02 1.06 1.24  P1 1.608
8 C 3.66 -6.73 4.03  C9 1.503, H11 1.090, H12 1.090, H13 1.090
9 C 3.10 -8.10 3.77  C8 1.503, O10 1.397, H14 1.090, H15 1.090
10 O 4.06 -9.11 3.84  C9 1.397, H16 0.960
11 H 4.40 -6.46 3.28  C8 1.090
12 H 3.94 -6.62 5.08  C8 1.090
13 H 2.88 -5.98 3.93  C8 1.090
14 H 2.71 -8.17 2.76  C9 1.090
15 H 2.29 -8.31 4.47  C9 1.090
16 H 4.65 -9.01 4.60  O10 0.960
17 C -2.52 -0.53 -7.95  C18 1.544, H20 1.090, H21 1.090, H22 1.090
18 C -2.85 -1.40 -9.19  C17 1.544, O19 1.356, H23 1.090, H24 1.090
19 O -4.20 -1.42 -9.31  C18 1.356, H25 0.960
20 H -3.08 -0.79 -7.06  C17 1.090
21 H -2.81 0.48 -8.21  C17 1.090
22 H -1.47 -0.28 -7.77  C17 1.090
23 H -2.37 -2.36 -8.98  C18 1.090
24 H -2.44 -0.98 -10.11  C18 1.090
25 H -4.30 -2.05 -10.03  O19 0.960
26 C -1.87 0.63 7.03  C27 1.582, H29 1.090, H30 1.090, H31 1.090
27 C -3.34 1.16 7.25  C26 1.582, O28 1.413, H32 1.090, H33 1.090
28 O -4.19 0.03 7.12  C27 1.413, H34 0.960
29 H -1.45 0.12 7.90  C26 1.090
30 H -1.16 1.46 7.01  C26 1.090
31 H -1.64 0.12 6.10  C26 1.090
32 H -3.53 1.87 6.44  C27 1.090
33 H -3.48 1.61 8.23  C27 1.090
34 H -4.77 0.13 6.36  O28 0.960
35 C 10.65 -0.95 -1.02  C36 1.555, H38 1.090, H39 1.090, H40 1.090
36 C 11.36 0.36 -0.58  C35 1.555, O37 1.414, H41 1.090, H42 1.090
37 O 10.94 1.56 -1.20  C36 1.414, H43 0.960
38 H 10.78 -1.11 -2.09  C35 1.090
39 H 9.58 -0.79 -0.90  C35 1.090
40 H 10.87 -1.86 -0.46  C35 1.090
41 H 12.44 0.27 -0.70  C36 1.090
42 H 11.13 0.54 0.48  C36 1.090
43 H 10.35 1.85 -0.50  O37 0.960
44 C 3.77 -5.82 -3.58  C45 1.501, H47 1.090, H48 1.090, H49 1.090
45 C 3.24 -4.92 -4.65  C44 1.501, O46 1.379, H50 1.090, H51 1.090
46 O 3.67 -5.41 -5.87  C45 1.379, H52 0.960
47 H 3.30 -5.56 -2.63  C44 1.090
48 H 4.85 -5.74 -3.48  C44 1.090
49 H 3.56 -6.86 -3.83  C44 1.090
50 H 3.62 -3.91 -4.49  C45 1.090
51 H 2.15 -4.95 -4.64  C45 1.090
52 H 3.33 -4.80 -6.54  O46 0.960
53 C -7.30 0.89 -0.61  C54 1.526, H56 1.090, H57 1.090, H58 1.090
54 C -6.71 0.20 0.61  C53 1.526, O55 1.377, H59 1.090, H60 1.090
55 O -7.38 0.59 1.75  C54 1.377, H61 0.960
56 H -6.62 0.66 -1.43  C53 1.090
57 H -7.50 1.96 -0.53  C53 1.090
58 H -8.28 0.49 -0.89  C53 1.090
59 H -5.64 0.40 0.67  C54 1.090
60 H -6.69 -0.89 0.50  C54 1.090
61 H -7.66 1.50 1.59  O55 0.960
62 C -3.49 -7.10 5.68  C63 1.548, H68 1.090, H69 1.090, H70 1.090
63 C -3.91 -6.27 4.45  C62 1.548, C64 1.554, N67 1.487, H71 1.090
64 C -4.02 -7.12 3.16  C63 1.554, O65 1.432, H72 1.090, H73 1.090
65 O -4.15 -6.30 2.00  C64 1.432, C66 1.473
66 C -2.84 -5.79 1.54  O65 1.473, H74 1.090, H75 1.090, H76 1.090
67 N -5.26 -5.71 4.77  C63 1.487, H77 1.010, H78 1.010
68 H -3.43 -6.58 6.64  C62 1.090
69 H -2.50 -7.53 5.56  C62 1.090
70 H -4.23 -7.87 5.91  C62 1.090
71 H -3.21 -5.44 4.32  C63 1.090
72 H -4.92 -7.73 3.20  C64 1.090
73 H -3.23 -7.84 2.95  C64 1.090
74 H -3.02 -5.16 0.67  C66 1.090
75 H -2.11 -6.53 1.23  C66 1.090
76 H -2.43 -5.08 2.26  C66 1.090
77 H -5.49 -5.10 4.00  N67 1.010
78 H -5.18 -5.10 5.56  N67 1.010
79 C -4.13 9.80 0.00  C80 1.566, H85 1.090, H86 1.090, H87 1.090
80 C -4.64 8.63 0.90  C79 1.566, C81 1.583, N84 1.450, H88 1.090
81 C -4.28 8.82 2.43  C80 1.583, O82 1.485, H89 1.090, H90 1.090
82 O -2.81 8.88 2.64  C81 1.485, C83 1.454
83 C -2.00 7.79 2.12  O82 1.454, H91 1.090, H92 1.090, H93 1.090
84 N -6.09 8.68 0.82  C80 1.450, H94 1.010, H95 1.010
85 H -4.11 9.54 -1.06  C79 1.090
86 H -3.08 9.99 0.24  C79 1.090
87 H -4.61 10.75 0.24  C79 1.090
88 H -4.36 7.69 0.44  C80 1.090
89 H -4.69 8.02 3.06  C81 1.090
90 H -4.63 9.74 2.89  C81 1.090
91 H -0.99 7.98 2.49  C83 1.090
92 H -1.97 7.75 1.04  C83 1.090
93 H -2.39 6.84 2.48  C83 1.090
94 H -6.40 8.61 -0.14  N84 1.010
95 H -6.38 7.83 1.29  N84 1.010
96 O 1.22 5.84 -4.00  H97 0.957, H98 0.957
97 H 1.20 5.37 -3.17  O96 0.957
98 H 1.15 6.77 -3.75  O96 0.957
99 O 6.99 4.54 1.28  H100 0.957, H101 0.957
100 H 6.13 4.14 1.43  O99 0.957
101 H 6.89 5.45 1.56  O99 0.957
102 O 6.49 1.41 -5.99  H103 0.957, H104 0.957
103 H 5.99 1.18 -5.20  O102 0.957
104 H 6.02 1.00 -6.71  O102 0.957
105 O 2.34 4.13 -8.74  H106 0.957, H107 0.957
106 H 2.23 4.08 -7.79  O105 0.957
107 H 2.46 3.22 -9.02  O105 0.957
108 O 6.47 6.33 -3.37  H109 0.957, H110 0.957
109 H 5.53 6.41 -3.53  O108 0.957
110 H 6.55 6.31 -2.42  O108 0.957

The orbital gap comes out at 9.85 eV. The calculation puts the largest force on an atom at 3.60 eV Å⁻¹. As for the HOMO energy: -8.152 eV. The value obtained for the LUMO energy is 1.698 eV. The calculation puts the total energy at -2831.08141 Eh. As for the charge: -1.

Mulliken atomic charge list, values in e, 99 entries:
1. P 1.161
2. F -0.348
3. F -0.353
4. F -0.385
5. F -0.352
6. F -0.367
7. F -0.358
8. C -1.052
9. C -0.154
10. O -0.521
11. H 0.287
12. H 0.345
13. H 0.322
14. H 0.251
15. H 0.225
16. H 0.298
17. C -1.113
18. C -0.179
19. O -0.496
20. H 0.299
21. H 0.278
22. H 0.364
23. H 0.264
24. H 0.274
25. H 0.308
26. C -0.999
27. C -0.180
28. O -0.512
29. H 0.284
30. H 0.346
31. H 0.281
32. H 0.266
33. H 0.211
34. H 0.304
35. C -0.893
36. C -0.330
37. O -0.494
38. H 0.262
39. H 0.249
40. H 0.314
41. H 0.251
42. H 0.297
43. H 0.344
44. C -1.068
45. C -0.152
46. O -0.518
47. H 0.334
48. H 0.281
49. H 0.291
50. H 0.277
51. H 0.256
52. H 0.300
53. C -1.092
54. C -0.154
55. O -0.502
56. H 0.288
57. H 0.361
58. H 0.297
59. H 0.236
60. H 0.263
61. H 0.302
62. C -1.504
63. C 0.719
64. C -0.709
65. O -0.353
66. C -0.716
67. N -0.790
68. H 0.384
69. H 0.356
70. H 0.342
71. H 0.205
72. H 0.346
73. H 0.358
74. H 0.275
75. H 0.290
76. H 0.293
77. H 0.256
78. H 0.246
79. C -1.385
80. C 0.525
81. C -0.657
82. O -0.355
83. C -0.636
84. N -0.748
85. H 0.392
86. H 0.318
87. H 0.384
88. H 0.270
89. H 0.342
90. H 0.280
91. H 0.235
92. H 0.251
93. H 0.295
94. H 0.253
95. H 0.235
96. O -0.640
97. H 0.331
98. H 0.311
99. O -0.646